[1]
44
Properties=species:S:1:pos:R:3:forces:R:3:nbo_charge:R:1 method="wB97M-V/def2-TZVPD" total_charge=+1 homo_ev=-11.179
Rh 0.052041 -0.204708 -0.397926 -0.7 -1.8 -1.2 0.746
S 0.644268 0.182843 1.695517 0.0 -0.1 0.6 0.163
C 0.037391 1.801580 1.543423 0.0 0.0 0.0 -0.259
S -0.265872 1.968847 -0.155585 0.0 0.7 0.0 0.206
C -0.171015 2.708492 2.525021 0.0 0.0 -0.1 -0.365
C -0.738315 3.979798 2.200284 0.1 0.0 0.2 0.260
N -1.203133 4.998750 1.941512 0.0 0.0 -0.1 -0.257
C 0.159866 2.374760 3.874071 0.0 0.0 0.0 0.264
N 0.460933 2.048684 4.934546 0.0 0.0 0.0 -0.262
C 5.213786 -3.207858 0.376497 0.0 0.0 -0.1 -0.429
N 4.042102 -2.760970 -0.373021 0.0 0.0 0.1 -0.129
N 3.682304 -1.442321 -0.458882 0.0 0.0 0.0 -0.197
C 2.430962 -1.375201 -0.980153 0.1 0.3 0.0 0.540
O 1.863955 -0.234126 -1.216495 0.3 0.3 0.2 -0.680
C 1.991356 -2.687088 -1.202333 0.0 -0.1 0.1 -0.409
C 3.020146 -3.519839 -0.792169 0.0 0.0 -0.1 0.274
C 3.100704 -5.004231 -0.772223 0.0 0.0 0.0 -0.662
C 4.608097 -0.360516 -0.264585 -0.1 -0.1 0.0 0.161
C 5.824565 -0.383447 -0.930541 0.0 0.1 -0.1 -0.245
C 6.708165 0.667622 -0.744981 0.0 0.0 0.0 -0.192
C 6.360851 1.730291 0.078511 0.0 0.0 0.0 -0.183
C 5.130343 1.745267 0.719651 0.0 0.0 0.0 -0.176
C 4.244041 0.690938 0.558068 0.1 0.0 0.1 -0.224
H 5.687483 -2.344873 0.831681 0.0 0.0 0.0 0.253
H 5.920494 -3.697677 -0.290131 0.0 0.0 0.0 0.230
H 4.897962 -3.896686 1.156832 0.0 0.0 0.0 0.230
H 1.056105 -2.988479 -1.643111 0.0 0.0 -0.1 0.248
H 2.202535 -5.430691 -1.210038 0.0 0.0 0.0 0.252
H 3.193709 -5.378121 0.248781 0.0 0.0 0.0 0.246
H 3.963582 -5.354938 -1.338973 0.0 0.0 0.0 0.249
H 6.070816 -1.201191 -1.596408 0.0 0.0 0.0 0.225
H 7.660358 0.663903 -1.257326 0.0 0.0 0.0 0.233
H 7.050981 2.551162 0.217986 0.0 0.0 0.0 0.233
H 4.856959 2.578306 1.352736 0.0 0.0 0.0 0.232
H 3.287681 0.685178 1.060857 0.0 0.0 0.0 0.239
C -5.396433 -1.071349 0.450520 0.0 0.0 0.0 -0.591
C -4.471674 0.128537 0.220270 0.1 -0.1 0.0 -0.528
C -3.079834 -0.276583 0.037222 -0.1 -0.1 0.0 0.529
N -1.986893 -0.596509 -0.092137 0.4 0.8 0.3 -0.468
H -6.403478 -0.705408 0.636052 0.0 0.0 0.0 0.241
H -5.075791 -1.652046 1.313034 0.0 0.0 0.0 0.227
H -5.420889 -1.720191 -0.422603 0.0 0.0 0.0 0.225
H -4.484873 0.815633 1.068513 0.0 0.0 0.0 0.277
H -4.760842 0.700842 -0.662388 0.0 0.0 0.0 0.272

[2]
24
Properties=species:S:1:pos:R:3:forces:R:3:nbo_charge:R:1 method="wB97M-V/def2-TZVPD" smiles="C[C@@H]1C[C@]1(C)P(C)(C)=O" total_charge=0 homo_ev=-9.562
C 1.732034 -2.012402 -0.431777 3.4 0.5 -0.6 -0.607
C 1.755237 -0.500272 -0.074966 -0.9 -0.9 -0.3 -0.207
C 1.321559 -0.210507 1.361992 1.7 1.2 -0.6 -0.422
C 0.500116 0.330902 0.238476 -1.1 1.8 0.5 -0.410
C 0.698991 1.925806 -0.020509 -1.0 -2.0 -1.9 -0.603
P -1.126544 -0.559248 0.206962 1.4 -0.7 -2.2 1.959
C -2.409145 0.215798 1.151183 -2.0 0.7 0.3 -1.050
C -1.626405 -0.264686 -1.558477 0.7 0.8 0.5 -1.001
O -0.902703 -1.985755 0.556370 -0.4 0.0 0.1 -1.112
H 1.299875 -2.382435 -1.348732 -0.1 0.6 -0.7 0.212
H 1.290499 -2.639219 0.281133 -0.6 -0.4 1.4 0.237
H 2.874018 -2.295909 -0.461715 -2.0 0.3 -0.1 0.193
H 2.546979 0.038450 -0.648603 -0.7 -0.2 1.0 0.225
H 0.950842 -1.066164 1.858544 -0.3 -0.8 0.4 0.240
H 1.850773 0.489787 2.003161 0.1 0.0 -0.2 0.211
H 0.322613 2.300046 -1.035065 0.4 -0.8 1.4 0.212
H 1.742991 2.015889 -0.024740 1.8 0.1 -0.5 0.209
H 0.478603 2.658500 0.718265 -1.2 0.1 1.0 0.215
H -3.457479 -0.155064 0.877943 1.6 0.0 0.0 0.266
H -2.371670 0.070422 2.275932 0.5 0.7 -1.4 0.273
H -2.401978 1.244413 0.713583 -0.1 -0.2 1.2 0.243
H -2.445053 -0.863486 -1.792308 -1.4 -1.6 -0.3 0.237
H -2.075525 0.721417 -1.677429 0.5 0.4 0.0 0.228
H -0.860791 -0.459522 -2.338134 -0.2 0.3 0.8 0.251